Entry 1:
Computed, not measured: an isolated ion of composition C4H14N2O and charge +3 in a non-equilibrium geometry, with ωB97M-V/def2-TZVPD.

Gap between HOMO and LUMO (spin up / spin down) in eV: 14.38 / 7.09
E_tot in eV: -9365.6864
E_HOMO (spin up / spin down) in eV: -25.5 / -25.5
<S²>: 0.7544
Total charge: +3
Spin multiplicity: 2
Relative energy (zero: lowest compared OMol25 entry of this formula, charge and spin) in kJ/mol: 284.3

Last column: Löwdin charge in e.
Cartesian coordinates (Å):
1 C 1.6765 -0.4877 -0.9175  -0.020
2 O 1.5368 -1.2829 -2.0156  0.331
3 C 0.2251 -0.7271 -0.2739  -0.220
4 C -0.2439 0.1653 0.7982  -0.171
5 C -0.4135 1.6637 0.4916  -0.086
6 N -1.8571 2.0579 0.3772  0.255
7 N 0.3259 -2.1428 0.3987  0.228
8 H 2.5496 -0.8614 -0.3097  0.221
9 H 1.6770 0.5967 -1.1432  0.169
10 H 1.3824 -1.0183 -2.8852  0.179
11 H -0.6124 -0.7965 -1.0733  0.212
12 H 0.4832 0.1305 1.7367  0.196
13 H -1.1880 -0.2266 1.3710  0.196
14 H 0.1470 1.7532 -0.4692  0.145
15 H -0.0393 2.2182 1.3441  0.157
16 H -2.3389 1.0900 0.1507  0.233
17 H -2.0575 2.7760 -0.2438  0.159
18 H -2.2720 2.3518 1.1989  0.154
19 H -0.6673 -2.5904 0.4731  0.240
20 H 0.9605 -2.7119 -0.3435  0.245
21 H 0.7258 -1.9578 1.3348  0.179

---

Entry 2:
Computed, not measured: a 2-piece molecular cluster, C4H14N2O overall in a non-equilibrium geometry, with ωB97M-V/def2-TZVPD.

Gap between HOMO and LUMO (spin up / spin down) in eV: 9.88 / 5.23
E_tot in eV: -9365.8799
E_HOMO (spin up / spin down) in eV: -23.5 / -23.5
<S²>: 0.7573
Total charge: +3
Spin multiplicity: 2
Relative energy (zero: lowest compared OMol25 entry of this formula, charge and spin) in kJ/mol: 265.6

Last column: Löwdin charge in e.
Cartesian coordinates (Å):
1 C 0.9437 -0.5964 1.0486  -0.082
2 C -0.4224 -0.8846 0.3362  -0.072
3 C -1.1153 0.3292 0.1032  0.039
4 C -1.1062 1.5122 0.6771  0.143
5 N -1.9539 2.5425 -0.0225  0.291
6 N 1.8686 -0.2478 -0.0975  0.192
7 H 1.0912 0.0315 1.9863  0.180
8 H 1.0998 -1.6873 1.4274  0.188
9 H -0.3892 -1.5615 -0.4561  0.099
10 H -1.0769 -1.3159 1.3131  0.314
11 H -1.8944 0.2818 -0.7986  0.222
12 H -0.5569 1.8449 1.4670  0.146
13 H -2.8276 2.6118 0.5221  0.220
14 H -1.5900 3.4927 -0.0132  0.203
15 H -2.0646 2.1427 -1.0205  0.225
16 H 2.8608 -0.2172 0.2215  0.211
17 H 1.8711 -0.9621 -0.9010  0.142
18 H 1.6599 0.6067 -0.5561  0.150
19 H 1.7930 -2.5636 -2.2312  0.054
20 H 0.6342 -3.0445 -1.3789  0.091
21 O 1.1749 -2.3151 -1.6270  0.042

---

Entry 3:
Computed, not measured: a 3-piece molecular cluster, C4H14N2O2 overall in a non-equilibrium geometry, with ωB97M-V/def2-TZVPD.

Gap between HOMO and LUMO in eV: 10.07
E_tot in eV: -11447.7862
E_HOMO in eV: -9.4
SMILES: CCC/N=C\N.O.O
Relative energy (zero: lowest compared OMol25 entry of this formula, charge and spin) in kJ/mol: 280.2

Last column: Löwdin charge in e.
Cartesian coordinates (Å):
1 C -0.8983 -1.1780 -0.9789  -0.143
2 C -1.1165 -1.0279 0.5651  -0.225
3 C 0.0006 -0.2488 1.2575  -0.224
4 N 0.8252 0.4497 0.2860  -0.023
5 C 1.9428 -0.0422 -0.1560  -0.199
6 N 2.5189 -1.2671 0.3726  0.072
7 H -0.6546 -0.2828 -1.4096  -0.004
8 H -0.0743 -1.9140 -1.2026  0.078
9 H -1.7863 -1.5520 -1.5339  0.082
10 H -2.0453 -0.4856 0.6849  0.070
11 H -1.6746 -1.9459 0.7980  0.104
12 H 0.3684 -0.7581 2.0274  0.046
13 H -0.5477 0.7114 1.7596  0.156
14 H 2.5011 0.5289 -0.9090  0.120
15 H 2.0810 -1.6786 1.1425  0.037
16 H 2.6411 -2.0289 -0.2886  0.079
17 O 0.7438 3.3817 0.5847  -0.124
18 H 1.4787 2.7394 0.6956  0.016
19 H 0.0243 2.6924 0.3794  0.035
20 O -2.0555 1.1353 -0.9771  -0.066
21 H -1.7411 1.9637 -1.3446  0.053
22 H -2.5317 0.8074 -1.7531  0.062

---

Entry 4:
Computed, not measured: a 3-piece molecular cluster, C4H14N2O2 overall in a non-equilibrium geometry, with ωB97M-V/def2-TZVPD.

Gap between HOMO and LUMO in eV: 8.66
E_tot in eV: -11449.4899
E_HOMO in eV: -8.2
SMILES: C=C(N)CCN.O.O
Relative energy (zero: lowest compared OMol25 entry of this formula, charge and spin) in kJ/mol: 115.8

Last column: Löwdin charge in e.
Cartesian coordinates (Å):
1 C -2.0210 0.1495 -1.6760  0.022
2 C -1.5749 -0.5407 -0.6185  -0.462
3 N -1.0834 0.0729 0.5159  0.084
4 C -1.5481 -2.0343 -0.5342  -0.161
5 C -0.1389 -2.6307 -0.7470  -0.274
6 N -0.0446 -3.1675 -2.1041  -0.017
7 H -1.9589 1.2200 -1.7776  0.040
8 H -2.3690 -0.4237 -2.5169  0.044
9 H -0.4000 -0.3727 1.1131  0.092
10 H -0.8843 1.0622 0.4245  0.087
11 H -1.9299 -2.2916 0.4533  0.109
12 H -2.1997 -2.5390 -1.2557  0.115
13 H 0.6233 -1.8650 -0.6024  0.100
14 H -0.0169 -3.4682 -0.0698  0.104
15 H -0.2268 -2.4773 -2.8126  0.061
16 H 0.7790 -3.7197 -2.2685  0.058
17 O 4.5898 2.0260 4.4546  -0.064
18 H 3.6494 1.8797 4.6061  0.031
19 H 4.6001 2.3557 3.5479  0.033
20 O 0.4249 4.6026 -0.1794  -0.060
21 H 0.3608 3.8686 -0.7983  0.026
22 H -0.3764 5.1260 -0.2505  0.032

---

Entry 5:
Computed, not measured: C4H14N2O2 as an isolated structure in a non-equilibrium geometry, with ωB97M-V/def2-TZVPD.

Gap between HOMO and LUMO in eV: 5.07
E_tot in eV: -11442.8055
E_HOMO in eV: -8.7
Relative energy (zero: lowest compared OMol25 entry of this formula, charge and spin) in kJ/mol: 760.7

Last column: Löwdin charge in e.
Cartesian coordinates (Å):
1 N -0.6007 -1.5571 1.3914  0.244
2 C 0.0168 -1.0525 0.2483  -0.306
3 C 0.5579 0.4104 2.9559  -0.075
4 C -0.0187 1.4301 2.2823  -0.060
5 O -0.8185 1.2623 -2.5635  -0.313
6 C -0.2318 -1.7591 -1.1490  -0.201
7 N 0.6814 -1.0895 -1.9857  0.057
8 H 1.1046 -1.0291 0.3795  0.120
9 H -1.5236 -1.1009 1.2911  0.088
10 H -1.7256 1.5675 -2.6331  -0.031
11 H -0.1907 0.0098 -0.0494  0.102
12 H -0.0607 -0.0756 3.7069  0.054
13 H 1.6199 0.3093 2.7989  0.058
14 H 0.4947 2.0513 1.5705  0.030
15 H -1.0803 1.5808 2.1945  0.057
16 H -0.0878 -2.8222 -0.9972  0.120
17 H -1.2682 -1.5351 -1.3796  0.120
18 H 0.2583 -0.2098 -2.2843  0.031
19 H 1.0021 -1.6110 -2.7949  0.107
20 H 1.3522 2.0601 -0.7152  0.033
21 H 0.0131 1.5568 -1.6598  -0.035
22 O 0.5055 1.6034 -0.6078  -0.202

---

Entry 6:
Computed, not measured: a 2-piece molecular cluster, C4H14N2O2 overall in a non-equilibrium geometry, with ωB97M-V/def2-TZVPD.

Gap between HOMO and LUMO in eV: 9.61
E_tot in eV: -11448.7644
E_HOMO in eV: -8.9
SMILES: NCCNCCO.O
Relative energy (zero: lowest compared OMol25 entry of this formula, charge and spin) in kJ/mol: 185.8

Last column: Löwdin charge in e.
Cartesian coordinates (Å):
1 N 1.8070 -0.8715 -1.5836  -0.005
2 C 0.9808 -1.5840 -0.5501  -0.280
3 C -0.5027 -1.5303 -0.8945  -0.235
4 N -0.9441 -0.1503 -0.9343  -0.107
5 C -0.8765 0.6638 0.2558  -0.231
6 C -0.6310 2.1641 -0.0850  -0.234
7 O 0.6574 2.6371 0.2985  -0.084
8 H 1.2877 -0.4691 -2.3394  0.043
9 H 2.2470 -0.0813 -1.0809  0.058
10 H 1.3278 -2.6265 -0.4357  0.104
11 H 1.2252 -1.1710 0.4358  0.086
12 H -1.1357 -2.0439 -0.0087  0.148
13 H -0.5233 -1.9411 -1.9116  0.115
14 H -1.8918 -0.0845 -1.3020  0.117
15 H -0.0415 0.4529 0.9633  0.104
16 H -1.7921 0.5993 0.8348  0.101
17 H -0.7331 2.3996 -1.1733  0.127
18 H -1.3326 2.6738 0.5813  0.109
19 H 1.3198 2.2865 -0.3017  0.071
20 O -0.4675 -1.3242 2.9270  -0.052
21 H -1.2889 -1.1524 2.4659  0.017
22 H 0.0647 -0.5344 3.0132  0.029

---

Entry 7:
Computed, not measured: C4H14N2O2 as an isolated structure in a non-equilibrium geometry, with ωB97M-V/def2-TZVPD.

Gap between HOMO and LUMO in eV: 5.17
E_tot in eV: -11436.4721
E_HOMO in eV: -8.6
Relative energy (zero: lowest compared OMol25 entry of this formula, charge and spin) in kJ/mol: 1371.8

Last column: Löwdin charge in e.
Cartesian coordinates (Å):
1 C 0.8722 -1.1815 -0.9401  -0.219
2 C 0.7936 -0.1373 0.1641  -0.119
3 C -0.0913 0.9060 -0.3633  -0.042
4 C -0.7951 1.8948 0.4460  -0.235
5 N -1.7048 1.2128 1.3744  0.011
6 N -0.2847 -1.9547 -0.9415  0.181
7 H -0.0635 -2.8256 1.6222  0.057
8 H 1.8290 -1.6507 -1.1299  0.151
9 H -0.4497 -0.1995 0.1990  0.162
10 H 1.6121 0.1933 0.7981  0.142
11 H 0.0769 0.9189 -1.4519  0.008
12 H -1.3749 2.5662 -0.1850  0.124
13 H -2.1890 0.4326 0.9317  0.073
14 H -1.0285 0.8067 2.0534  0.016
15 H 0.1617 -0.7291 -1.7480  0.183
16 H 0.6099 -2.5693 1.4520  0.032
17 H 1.0929 0.0159 2.9429  -0.017
18 H -0.0895 2.3752 1.1334  0.134
19 O 0.4456 0.1867 2.2556  -0.346
20 H 0.6073 0.9928 -3.8502  -0.051
21 H -0.4252 -2.4286 -1.8443  0.104
22 O 0.3950 1.1743 -2.9187  -0.351

---

Entry 8:
Computed, not measured: a 2-piece molecular cluster, C4H14N2O2 overall, with ωB97M-V/def2-TZVPD.

Gap between HOMO and LUMO in eV: 9.16
E_tot in eV: -11449.9615
E_HOMO in eV: -8.9
SMILES: NCCCNCO.O
Relative energy (zero: lowest compared OMol25 entry of this formula, charge and spin) in kJ/mol: 70.3

Last column: Löwdin charge in e.
Cartesian coordinates (Å):
1 N -1.4591 0.6167 -1.5196  0.004
2 C -1.7641 0.3292 -0.1169  -0.301
3 C -1.0998 1.2642 0.8787  -0.200
4 C 0.3790 1.0037 1.0894  -0.231
5 N 0.6751 -0.1832 1.8945  -0.048
6 C 1.2944 -1.2640 1.2107  -0.295
7 O 0.5394 -1.7538 0.0933  -0.082
8 H -0.5337 0.2655 -1.7568  0.020
9 H -1.3815 1.6176 -1.6707  0.061
10 H -1.5303 -0.7138 0.0722  0.090
11 H -2.8567 0.3511 0.0044  0.103
12 H -1.6280 1.2472 1.8426  0.111
13 H -1.2381 2.2717 0.4997  0.101
14 H 0.8418 0.8893 0.1089  0.104
15 H 0.8481 1.8796 1.5503  0.106
16 H -0.1805 -0.4926 2.3374  0.106
17 H 2.2950 -0.9606 0.8980  0.120
18 H 1.3885 -2.1028 1.8940  0.112
19 H 1.0040 -1.6646 -0.7487  0.035
20 O 1.3405 -0.7608 -2.4974  -0.045
21 H 2.2367 -0.6924 -2.8476  0.061
22 H 0.8293 -1.1474 -3.2163  0.065

---

Entry 9:
Computed, not measured: C4H14N2O2 as an isolated structure, with ωB97M-V/def2-TZVPD.

Gap between HOMO and LUMO in eV: 8.23
E_tot in eV: -11445.5600
E_HOMO in eV: -7.6
Relative energy (zero: lowest compared OMol25 entry of this formula, charge and spin) in kJ/mol: 495.0

Last column: Löwdin charge in e.
Cartesian coordinates (Å):
1 C -0.0756 1.0692 0.6122  -0.452
2 C -0.8106 -0.2034 -1.2001  -0.212
3 C -1.0808 2.1577 0.3980  -0.032
4 C -0.3301 0.0686 1.7063  -0.025
5 N -0.8569 -1.5644 -1.7139  -0.028
6 O 1.1622 1.4464 0.3827  0.019
7 H 1.6834 0.5856 0.0431  0.067
8 H -1.0626 -2.2317 -0.9791  0.066
9 H 0.0330 -1.8241 -2.1253  0.058
10 H -1.7549 -0.0047 -0.7054  0.069
11 H -0.6935 0.5072 -2.0223  0.091
12 H -1.3510 -0.3102 1.6715  0.087
13 H -2.1041 1.8165 0.5438  0.085
14 H -0.9706 2.5896 -0.5967  0.095
15 H -0.8743 2.9493 1.1262  0.103
16 H 0.3684 -0.7640 1.6468  0.065
17 H -0.1884 0.5828 2.6656  0.100
18 N 1.8903 -1.7627 0.0938  -0.039
19 O 1.7459 -0.5963 -0.7526  -0.324
20 H 0.4760 -0.3029 -0.7455  0.071
21 H 1.9770 -2.5424 -0.5562  0.064
22 H 2.8171 -1.6659 0.5070  0.072

---

Entry 10:
Computed, not measured: a 4-piece molecular cluster, C4H14N2OS overall in a non-equilibrium geometry, with ωB97M-V/def2-TZVPD.

Gap between HOMO and LUMO in eV: 6.26
E_tot in eV: -20228.1347
E_HOMO in eV: -8.6
Relative energy (zero: lowest compared OMol25 entry of this formula, charge and spin) in kJ/mol: 954.6

Last column: Löwdin charge in e.
Cartesian coordinates (Å):
1 C -1.4971 0.1681 -0.4659  -0.093
2 C -0.2335 0.7987 0.1033  -0.543
3 C -0.5544 1.9781 1.0274  -0.760
4 S -1.2171 3.3646 0.1224  0.656
5 N 0.6297 -0.1982 0.7824  -0.014
6 C 1.5082 -0.8798 -0.1935  -0.362
7 N 0.8210 -1.6598 -1.1476  -0.004
8 H -2.0921 -0.3372 0.3946  0.114
9 H -1.2019 -0.6105 -1.2450  0.085
10 H -2.0667 0.9084 -0.8984  0.010
11 H 0.3167 1.2940 -0.7351  0.094
12 H 0.3696 2.2260 1.6475  0.055
13 H -1.3197 1.6223 1.7948  0.089
14 H 2.6645 0.6362 -0.7251  0.265
15 H -0.0065 -0.9021 1.1508  0.091
16 H 2.2092 -1.4459 0.4402  0.137
17 H 2.0353 -0.0393 -0.7533  0.024
18 H -0.2873 -2.4374 -0.2876  -0.018
19 H 1.1311 -1.4365 -2.0995  0.069
20 H 0.9184 3.1901 0.2241  0.207
21 H -1.1102 -3.5924 0.4686  0.022
22 O -1.0173 -2.6472 0.3948  -0.122

---

Entry 11:
Computed, not measured: an isolated ion of composition C4H14N2P and charge +1 in a non-equilibrium geometry, with ωB97M-V/def2-TZVPD.

Gap between HOMO and LUMO in eV: 10.72
E_tot in eV: -16635.6565
E_HOMO in eV: -13.5
Total charge: +1
SMILES: CC[N@H+](C)CNP
Relative energy (zero: lowest compared OMol25 entry of this formula, charge and spin) in kJ/mol: 242.3

Last column: Löwdin charge in e.
Cartesian coordinates (Å):
1 C 2.4622 0.7229 -0.1084  -0.075
2 C 1.3614 0.3333 0.9328  -0.159
3 N 0.0859 -0.1862 0.2831  -0.216
4 C 0.2271 -1.6705 0.0834  0.030
5 C -0.4173 0.5758 -0.8445  -0.179
6 N -1.9481 0.1921 -1.0078  -0.317
7 P -2.8428 -0.0457 0.5045  0.817
8 H 2.1558 1.4467 -0.8342  0.059
9 H 3.3040 1.1919 0.5111  0.118
10 H 2.8992 -0.1417 -0.6036  0.076
11 H 1.1831 1.3179 1.5300  0.158
12 H 1.8102 -0.4679 1.6713  0.161
13 H -0.6508 -0.1644 1.0440  0.072
14 H 0.8542 -1.9301 -0.7442  0.115
15 H 0.6505 -1.9168 1.0460  0.102
16 H -0.6418 -2.1550 0.0083  0.049
17 H 0.1152 0.3536 -1.8590  0.178
18 H -0.4954 1.5774 -0.5677  0.102
19 H -2.4518 0.9528 -1.5249  0.080
20 H -3.8599 -0.9697 0.0552  -0.073
21 H -3.8008 0.9834 0.4248  -0.098

---

Entry 12:
Computed, not measured: a single C4H14N2Si molecule in a non-equilibrium geometry, with ωB97M-V/def2-TZVPD.

Gap between HOMO and LUMO in eV: 9.48
E_tot in eV: -15232.3759
E_HOMO in eV: -8.6
SMILES: CNN[Si](C)(C)C
Relative energy (zero: lowest compared OMol25 entry of this formula, charge and spin) in kJ/mol: 136.5

Last column: Löwdin charge in e.
Cartesian coordinates (Å):
1 C 3.0974 -0.1916 -0.4996  -0.192
2 N 2.0838 0.3734 0.3505  -0.090
3 N 0.6970 0.6139 -0.5902  -0.098
4 Si -0.8403 0.1354 0.0296  0.450
5 C -2.1102 1.1260 -0.9922  -0.173
6 C -1.2309 -1.7416 -0.1375  -0.181
7 C -0.8802 0.6264 1.8709  -0.171
8 H 3.9633 -0.4095 0.1286  0.078
9 H 2.8016 -1.1164 -1.0151  0.072
10 H 3.3922 0.5508 -1.2421  0.073
11 H 1.7643 -0.3218 1.0170  0.056
12 H 0.9882 0.5525 -1.5492  0.039
13 H -2.7025 0.4790 -1.6293  0.013
14 H -2.7970 1.6557 -0.3407  0.019
15 H -1.6241 1.8627 -1.6215  0.017
16 H -1.4012 -2.2185 0.8222  0.011
17 H -2.1209 -1.9060 -0.7389  0.011
18 H -0.4166 -2.2749 -0.6211  0.011
19 H -1.5257 -0.0293 2.4477  0.021
20 H 0.1097 0.5937 2.3142  0.010
21 H -1.2480 1.6400 1.9969  0.022